P.
ORCA calculation (ωB97M-V/def2-TZVPD) on the molecule C5H5N3.

Properties
* HOMO: -9.51 eV
* structure (SMILES): C=N/N=C1/C=CC=N1
* frontier orbital gap: 8.49 eV

Structure (XYZ):
```
13
C5H5N3 ωB97M-V/def2-TZVPD
C 1.558 0.366 -2.734
C -0.030 -0.164 0.111
C 0.229 -0.459 1.554
C -0.935 -0.256 2.191
C -1.956 0.051 1.149
H 2.444 -0.157 -2.341
H 1.367 0.609 -3.805
H 1.280 -0.701 1.864
H -1.010 -0.346 3.335
H -2.996 0.498 1.364
N 0.561 0.504 -1.913
N 0.928 -0.021 -0.723
N -1.441 0.077 -0.053
```

***

Q.
ORCA calculation (ωB97M-V/def2-TZVPD) on the molecule C5H5N3.

Properties
* HOMO: -9.74 eV
* structure (SMILES): Cc1cc(C#N)[nH]n1
* frontier orbital gap: 10.32 eV

Structure (XYZ):
```
13
C5H5N3 ωB97M-V/def2-TZVPD
C -1.818 -1.292 -0.609
C -0.499 -0.433 -0.417
C -0.272 0.328 0.808
C 1.039 0.723 0.636
C 1.876 1.647 1.362
H -2.541 -0.937 0.166
H -1.587 -2.403 -0.800
H -2.211 -1.036 -1.621
H -1.108 0.598 1.463
H 2.508 0.317 -0.957
N 1.501 0.308 -0.591
N 0.579 -0.401 -1.201
N 2.533 2.582 1.760
```

***

Most stable: Q (next structure +153.4 kJ/mol)

***

P.
ORCA calculation (ωB97M-V/def2-TZVPD) on a cluster of 3 separate species, C3H8NO2S in total.

Properties
* total charge: -1
* HOMO (spin up / spin down): -3.22 / -3.22 eV
* frontier orbital gap (spin up / spin down): 6.96 / 6.95 eV

Structure (XYZ):
```
15
C3H8NO2S ωB97M-V/def2-TZVPD
C -1.960 -0.821 1.001
C 2.186 -0.923 -1.234
C 1.338 0.445 0.610
N 1.443 -0.633 -0.259
O -4.063 0.359 0.252
O -0.888 2.046 -0.569
S -2.708 -0.112 -0.224
H -2.371 -0.998 1.950
H -0.846 -1.245 0.911
H -0.896 2.169 -1.557
H 2.824 -0.314 -1.901
H 2.026 -1.933 -1.481
H 0.521 1.138 0.386
H 1.121 -0.157 1.582
H 2.272 0.978 0.533
```

***

Q.
ORCA calculation (ωB97M-V/def2-TZVPD) on a cluster of 2 separate species, C3H8NO2S in total.

Properties
* total charge: -1
* HOMO: -4.57 eV
* frontier orbital gap: 8.19 eV

Structure (XYZ):
```
15
C3H8NO2S ωB97M-V/def2-TZVPD
N -0.622 -2.312 -2.180
C -0.487 -1.296 -1.179
O -0.828 -0.147 -1.504
O -0.039 -1.706 -0.075
H 0.029 -3.072 -2.053
H -0.565 -1.931 -3.110
C 1.062 1.517 0.704
C -0.321 1.462 1.332
S -0.440 0.137 2.579
H 1.213 0.585 0.170
H 1.855 1.612 1.450
H 1.136 2.314 -0.037
H -0.631 2.410 1.761
H -1.040 1.245 0.543
H -0.323 -0.815 1.600
```

***

Most stable: Q (next structure +578.5 kJ/mol)

***

P.
ORCA calculation (ωB97M-V/def2-TZVPD) on a cluster of 2 separate species, C2H8NOS in total.

Properties
* total charge: -1
* HOMO: -2.80 eV
* frontier orbital gap: 7.04 eV

Structure (XYZ):
```
13
C2H8NOS ωB97M-V/def2-TZVPD
C -1.530 -0.410 -0.529
C -0.255 0.399 -0.147
S 1.237 -0.634 -0.428
N -2.218 -1.163 0.533
H -1.075 -0.975 -1.354
H -2.286 0.161 -1.092
H -0.262 0.684 0.913
H -0.281 1.310 -0.752
H -1.887 -0.732 1.399
H -1.736 -2.053 0.677
H 3.816 0.585 -0.088
H 2.760 1.408 0.482
O 3.718 1.418 0.385
```

***

Q.
ORCA calculation (ωB97M-V/def2-TZVPD) on a cluster of 2 separate species, C2H8NOS in total.

Properties
* total charge: -1
* HOMO: -2.73 eV
* frontier orbital gap: 7.00 eV

Structure (XYZ):
```
13
C2H8NOS ωB97M-V/def2-TZVPD
C -1.526 2.208 1.551
S -0.642 0.969 0.496
H -1.998 1.570 2.277
H -2.304 2.792 1.064
H -0.814 2.859 2.035
N 0.363 -2.107 -0.483
C 1.493 -1.385 -1.011
O 1.184 -0.216 -1.746
H -0.109 -1.540 0.211
H -0.262 -2.290 -1.262
H 2.046 -2.059 -1.660
H 2.112 -1.075 -0.176
H 0.457 0.272 -1.297
```

***

Most stable: Q (next structure +7.8 kJ/mol)

***

P.
ORCA calculation (ωB97M-V/def2-TZVPD) on a cluster of 2 separate species, C2H8NOS in total.

Properties
* total charge: -1
* HOMO: -2.83 eV
* frontier orbital gap: 7.04 eV

Structure (XYZ):
```
13
C2H8NOS ωB97M-V/def2-TZVPD
C 1.183 -1.299 0.527
C 0.792 0.104 -0.080
S -0.775 0.790 0.539
N 0.021 -2.193 0.564
H 1.523 -1.119 1.550
H 2.047 -1.575 -0.089
H 0.759 0.016 -1.171
H 1.533 0.875 0.146
H -0.792 -1.626 0.345
H -0.037 -2.471 1.518
H -1.739 3.510 -1.459
H -2.044 2.117 -0.978
O -2.469 2.872 -1.412
```

***

Q.
ORCA calculation (ωB97M-V/def2-TZVPD) on a cluster of 2 separate species, C2H8NOS in total.

Properties
* total charge: -1
* HOMO: -2.91 eV
* frontier orbital gap: 7.10 eV

Structure (XYZ):
```
13
C2H8NOS ωB97M-V/def2-TZVPD
C 0.084 1.986 1.748
S -0.074 0.217 2.165
H -0.127 2.215 0.685
H 1.051 2.448 1.898
H -0.695 2.457 2.356
N -1.073 -1.435 -1.454
C 0.392 -1.287 -1.585
O 0.958 -0.682 -0.488
H -1.492 -0.531 -1.221
H -1.163 -1.802 -0.503
H 0.716 -0.781 -2.523
H 0.737 -2.325 -1.575
H 0.686 -0.480 0.496
```

***

Most stable: P (next structure +75.0 kJ/mol)